[1]
Molecular formula: C35H51CsN7O2SSe
Method: DFT, ωB97M-V with the def2-TZVPD basis set

Geometry as XYZ:
```
98
C35H51CsN7O2SSe, DFT ωB97M-V with the def2-TZVPD basis set
Cs 0.177 2.432 0.720
C 3.531 -3.118 -3.659
C 2.991 -2.824 -2.253
C 1.971 -3.907 -1.898
C 4.146 -2.909 -1.245
C 2.376 -1.429 -2.210
C 1.065 -1.189 -1.862
C 0.538 0.098 -1.802
Se -1.349 0.258 -1.383
C -1.584 -1.087 -0.015
C -1.785 -2.396 -0.454
C -1.938 -3.453 0.420
C -1.909 -3.140 1.782
C -1.751 -1.862 2.279
C -1.576 -0.755 1.370
O -1.435 0.461 1.818
C -1.759 -1.615 3.794
C -0.430 -0.983 4.234
C -2.931 -0.698 4.181
C -1.933 -2.906 4.601
C -2.134 -4.899 -0.029
C -0.999 -5.772 0.524
C -2.130 -5.030 -1.553
C -3.476 -5.430 0.494
C 1.302 1.263 -2.103
O 0.837 2.465 -2.040
C 2.671 0.991 -2.494
C 3.146 -0.304 -2.531
C 3.597 2.160 -2.842
C 4.952 1.697 -3.393
C 2.978 3.052 -3.931
C 3.903 2.964 -1.570
H 3.980 -4.115 -3.699
H 2.725 -3.073 -4.394
H 4.291 -2.394 -3.953
H 2.449 -4.889 -1.927
H 1.560 -3.758 -0.898
H 1.139 -3.916 -2.607
H 4.608 -3.901 -1.267
H 4.918 -2.170 -1.467
H 3.783 -2.719 -0.233
H 0.410 -2.012 -1.613
H -1.816 -2.554 -1.524
H -2.028 -3.955 2.484
H -0.265 -0.038 3.722
H -0.432 -0.813 5.315
H 0.401 -1.652 3.998
H -2.866 0.236 3.633
H -3.884 -1.172 3.942
H -2.912 -0.487 5.253
H -1.117 -3.610 4.422
H -1.934 -2.663 5.666
H -2.876 -3.406 4.372
H -0.034 -5.427 0.148
H -0.965 -5.739 1.614
H -1.134 -6.814 0.221
H -1.185 -4.690 -1.979
H -2.268 -6.077 -1.832
H -2.937 -4.452 -2.007
H -3.521 -5.392 1.584
H -4.302 -4.832 0.105
H -3.625 -6.469 0.186
H 4.176 -0.465 -2.824
H 4.836 1.094 -4.296
H 5.545 2.578 -3.650
H 5.522 1.120 -2.662
H 2.908 2.495 -4.869
H 1.981 3.382 -3.656
H 3.615 3.925 -4.102
H 4.484 2.345 -0.881
H 4.500 3.851 -1.804
H 3.016 3.292 -1.034
N -1.460 6.637 -0.715
N -0.348 6.618 0.150
C 0.694 5.781 -0.119
N 0.690 5.232 -1.335
S 1.889 5.564 1.051
H -1.794 7.588 -0.775
H -2.191 6.012 -0.362
H -0.533 6.720 1.140
H -0.168 5.366 -1.856
H 1.203 4.386 -1.570
N -1.765 3.279 3.420
C -1.194 4.102 4.369
C -1.309 5.368 3.871
N -1.893 5.341 2.624
C -2.170 4.090 2.412
C -2.853 3.615 1.184
N -3.189 4.357 0.125
C -3.792 3.548 -0.764
C -3.830 2.268 -0.267
N -3.206 2.326 0.964
H -1.758 2.265 3.412
H -0.773 3.719 5.281
H -0.963 6.289 4.308
H -4.115 3.904 -1.728
H -4.151 1.337 -0.695
H -2.831 1.489 1.435
```

For the largest force on an atom, the calculation gives 1.8 eV Å⁻¹. Its energy above the lowest of the compared OMol25 structures with the same formula, charge and spin is 0.00 kcal/mol. As for the charge: -1. For the HOMO-LUMO gap, the calculation gives 6.153 eV. The calculation puts the calculated total energy at -4718.00347 hartree. The HOMO energy comes out at -0.1529 Ha.

=====

[2]
Molecular formula: C35H51CsN7Si2
Method: DFT, ωB97M-V with the def2-TZVPD basis set

Geometry as XYZ:
```
96
C35H51CsN7Si2, DFT ωB97M-V with the def2-TZVPD basis set
Cs 0.555 -0.583 0.372
C 5.378 1.671 3.700
C 5.091 0.643 2.810
C 3.811 0.118 2.724
C 2.771 0.602 3.531
C 3.077 1.633 4.432
C 4.358 2.157 4.510
N 1.478 0.152 3.314
C 0.721 -0.311 4.278
C 1.234 -0.664 5.594
C 0.442 -1.160 6.573
C -0.953 -1.372 6.370
C -1.483 -1.081 5.155
C -0.698 -0.563 4.085
N -1.250 -0.323 2.849
N -2.513 -0.430 2.788
C -3.101 -0.395 1.512
C -4.480 -0.144 1.499
C -5.174 -0.228 0.314
C -4.490 -0.568 -0.849
C -3.129 -0.779 -0.752
N -2.438 -0.696 0.391
H 6.375 2.090 3.757
H 5.869 0.249 2.165
H 3.592 -0.678 2.022
H 2.282 2.030 5.054
H 4.560 2.964 5.207
H 2.295 -0.537 5.768
H 0.886 -1.425 7.527
H -1.565 -1.785 7.160
H -2.530 -1.257 4.954
H -4.966 0.087 2.437
H -6.241 -0.041 0.293
H -4.991 -0.664 -1.803
H -2.555 -1.036 -1.636
C -1.486 3.898 -2.315
N -1.735 2.902 -1.293
C -3.148 2.854 -0.979
C -0.973 3.163 -0.083
C 0.532 3.240 -0.324
N 1.284 2.829 0.847
C 0.947 3.598 2.028
C 2.712 2.874 0.593
H -1.742 4.917 -1.970
H -2.088 3.676 -3.197
H -0.438 3.894 -2.616
H -3.527 3.834 -0.634
H -3.333 2.126 -0.191
H -3.718 2.558 -1.861
H -1.174 2.351 0.623
H -1.325 4.097 0.394
H 0.815 4.265 -0.629
H 0.791 2.572 -1.152
H 1.134 4.679 1.881
H 1.552 3.251 2.865
H -0.100 3.462 2.298
H 3.060 3.902 0.383
H 2.957 2.249 -0.268
H 3.257 2.495 1.458
C -0.496 -1.268 -3.669
Si 0.141 -2.843 -2.859
C -1.399 -3.684 -2.154
C 0.645 -3.934 -4.315
C 1.536 -2.698 -1.681
C 2.505 -1.669 -1.948
C 3.913 -1.836 -1.748
C 4.793 -0.808 -1.970
C 4.324 0.427 -2.429
C 2.962 0.527 -2.628
N 2.077 -0.440 -2.383
Si 1.970 -4.047 -0.532
C 3.003 -5.450 -1.253
C 2.931 -3.428 0.984
C 0.462 -4.891 0.222
H -1.338 -1.531 -4.321
H 0.289 -0.802 -4.264
H -0.829 -0.510 -2.954
H -2.230 -3.540 -2.854
H -1.706 -3.289 -1.183
H -1.251 -4.759 -2.040
H -0.162 -4.047 -5.048
H 0.931 -4.931 -3.964
H 1.513 -3.505 -4.825
H 4.292 -2.806 -1.453
H 5.855 -0.966 -1.812
H 4.984 1.261 -2.626
H 2.539 1.462 -2.992
H 3.992 -5.108 -1.573
H 2.504 -5.871 -2.130
H 3.143 -6.251 -0.519
H 3.734 -2.737 0.720
H 3.386 -4.268 1.518
H 2.283 -2.911 1.701
H -0.007 -5.599 -0.464
H -0.302 -4.174 0.534
H 0.779 -5.449 1.108
```

For the largest force on an atom, the calculation gives 0.6 eV Å⁻¹. Its energy above the lowest of the compared OMol25 structures with the same formula, charge and spin is 1.83 kcal/mol. As for the charge: -1. For the HOMO-LUMO gap, the calculation gives 5.761 eV. The calculation puts the calculated total energy at -2346.78073 hartree. The HOMO energy comes out at -0.1369 Ha.

=====

[3]
Molecular formula: C35H51GeN4O3S2Ta
Method: DFT, ωB97M-V with the def2-TZVPD basis set

Geometry as XYZ:
```
97
C35H51GeN4O3S2Ta, DFT ωB97M-V with the def2-TZVPD basis set
Ta 0.727 0.490 0.167
C 1.543 2.807 2.423
N 0.509 1.727 2.288
C 0.638 0.836 3.470
C 1.742 -0.136 3.211
N 1.391 -0.976 2.016
C 2.638 -1.725 1.683
C 0.354 -1.921 2.444
C 0.628 -3.007 3.238
C -0.416 -3.819 3.703
C -1.749 -3.538 3.405
C -2.046 -2.446 2.629
C -1.001 -1.629 2.112
S -1.448 -0.390 1.060
C -0.783 2.430 2.334
C -1.456 2.718 3.513
C -2.603 3.502 3.457
C -3.045 4.022 2.248
C -2.359 3.744 1.075
C -1.238 2.931 1.133
S -0.334 2.503 -0.330
H 1.267 3.450 3.259
H 1.578 3.398 1.512
H 2.514 2.371 2.621
H -0.309 0.325 3.626
H 0.839 1.414 4.373
H 1.933 -0.782 4.070
H 2.675 0.371 2.972
H 3.042 -2.211 2.569
H 3.364 -1.008 1.329
H 2.438 -2.459 0.913
H 1.636 -3.260 3.533
H -0.175 -4.672 4.324
H -2.534 -4.176 3.787
H -3.066 -2.196 2.364
H -1.111 2.359 4.471
H -3.141 3.721 4.368
H -3.925 4.650 2.216
H -2.691 4.160 0.133
C -1.043 1.456 -3.498
C 0.449 1.564 -3.293
C 0.935 2.995 -3.145
C 1.195 0.902 -4.444
O 0.738 0.705 -2.025
Ge 2.172 -0.481 -2.207
O 2.591 0.759 -0.094
C 4.070 1.160 -0.177
C 4.508 1.723 1.155
C 4.115 2.226 -1.253
C 4.911 -0.044 -0.569
O 1.087 -1.342 -0.862
C 0.692 -2.742 -1.372
C 1.984 -3.465 -1.733
C -0.189 -2.516 -2.590
C -0.055 -3.522 -0.321
H -1.318 2.031 -4.384
H -1.578 1.853 -2.642
H -1.355 0.422 -3.648
H 1.041 3.411 -4.148
H 1.913 3.047 -2.670
H 0.239 3.630 -2.607
H 0.862 1.370 -5.371
H 0.958 -0.163 -4.551
H 2.279 1.048 -4.404
H 3.959 2.626 1.403
H 5.557 2.004 1.063
H 4.449 0.994 1.965
H 3.496 3.082 -0.985
H 3.800 1.840 -2.226
H 5.142 2.572 -1.372
H 4.812 -0.896 0.099
H 5.955 0.268 -0.526
H 4.738 -0.371 -1.594
H 2.440 -3.107 -2.661
H 1.754 -4.516 -1.905
H 2.722 -3.415 -0.931
H 0.244 -1.792 -3.287
H -1.178 -2.153 -2.318
H -0.299 -3.453 -3.137
H 0.578 -3.837 0.507
H -0.433 -4.425 -0.804
H -0.921 -2.980 0.043
N -5.224 1.147 -1.812
C -3.976 1.507 -1.428
N -3.228 0.504 -1.048
C -4.049 -0.615 -1.201
C -3.799 -1.968 -0.955
C -4.815 -2.873 -1.186
C -6.070 -2.456 -1.661
C -6.338 -1.128 -1.914
C -5.306 -0.226 -1.674
H -5.947 1.767 -2.135
H -3.668 2.541 -1.454
H -2.834 -2.314 -0.606
H -4.649 -3.927 -1.010
H -6.839 -3.196 -1.835
H -7.304 -0.807 -2.281
```

As for the spin multiplicity: 2. For the largest force on an atom, the calculation gives 1.0 eV Å⁻¹. Its energy above the lowest of the compared OMol25 structures with the same formula, charge and spin is 0.00 kcal/mol. As for the charge: +3. For the HOMO-LUMO gap (spin up / spin down), the calculation gives 5.964 / 3.664 eV. The calculation puts the calculated total energy at -4738.56021 hartree. The HOMO energy (spin up / spin down) comes out at -0.5528 / -0.5525 Ha.

=====

[4]
Molecular formula: C35H52AsGdOP3
Method: DFT, ωB97M-V with the def2-TZVPD basis set

Geometry as XYZ:
```
93
C35H52AsGdOP3, DFT ωB97M-V with the def2-TZVPD basis set
Gd 0.330 0.393 -0.732
P -0.318 -1.822 -2.431
P 3.121 0.174 -0.845
P 0.123 1.789 -3.177
H -3.059 1.687 2.041
C -3.740 2.316 1.451
C -4.331 1.917 0.313
H -4.160 0.939 -0.145
C -0.652 -3.485 -1.746
C 0.869 -2.263 -3.756
C -1.877 -1.584 -3.374
C 4.013 1.532 0.010
C 3.988 -1.276 -0.147
C 3.836 0.302 -2.531
C -1.611 2.372 -3.366
C 0.491 1.150 -4.856
C 1.032 3.380 -3.242
H -3.974 3.303 1.869
H -5.024 2.587 -0.217
H -1.486 -3.447 -1.034
H 0.233 -3.873 -1.229
H -0.911 -4.160 -2.574
H 1.857 -2.433 -3.308
H 0.954 -1.465 -4.503
H 0.529 -3.189 -4.241
H -2.701 -1.443 -2.659
H -2.075 -2.483 -3.973
H -1.827 -0.704 -4.029
H 5.085 1.296 -0.010
H 3.703 1.605 1.064
H 3.857 2.499 -0.490
H 5.045 -1.035 0.027
H 3.917 -2.127 -0.837
H 3.525 -1.557 0.809
H 4.922 0.448 -2.465
H 3.396 1.155 -3.068
H 3.628 -0.617 -3.097
H -1.656 3.147 -4.145
H -1.969 2.795 -2.415
H -2.265 1.533 -3.638
H 0.357 1.957 -5.591
H -0.171 0.315 -5.118
H 1.533 0.807 -4.895
H 0.692 3.942 -4.123
H 2.110 3.187 -3.322
H 0.855 3.975 -2.335
C 0.833 3.679 0.384
C 2.047 4.244 0.754
C 2.233 5.604 0.476
C 1.177 6.347 -0.062
C -0.061 5.758 -0.333
C -0.270 4.404 -0.039
O 0.765 2.267 0.218
H 1.709 1.847 0.175
H 2.831 3.630 1.208
H 3.196 6.070 0.691
H 1.310 7.415 -0.262
H -0.869 6.349 -0.772
H -1.229 3.897 -0.177
C 1.973 -5.081 3.071
C 2.261 -4.588 1.792
C 1.585 -3.467 1.301
C 0.615 -2.841 2.102
C 0.360 -3.302 3.397
C 1.027 -4.437 3.874
As -0.454 -1.360 1.378
C -2.175 -2.308 1.327
C -3.348 -1.553 1.177
C -4.590 -2.192 1.194
C -4.663 -3.586 1.316
C -3.493 -4.342 1.400
C -2.246 -3.705 1.406
C -0.706 -0.363 3.052
C -1.807 -0.564 3.891
C -1.916 0.167 5.084
C -0.924 1.087 5.437
C 0.172 1.295 4.588
C 0.281 0.579 3.393
H 2.489 -5.967 3.444
H 3.013 -5.079 1.170
H 1.806 -3.081 0.302
H -0.364 -2.783 4.027
H 0.797 -4.808 4.875
H -3.295 -0.464 1.075
H -5.504 -1.597 1.119
H -5.636 -4.083 1.340
H -3.534 -5.430 1.470
H -1.333 -4.298 1.484
H -2.580 -1.288 3.631
H -2.777 0.006 5.734
H -0.998 1.641 6.373
H 0.951 2.009 4.860
H 1.143 0.729 2.736
```

As for the spin multiplicity: 8. For the largest force on an atom, the calculation gives 5.2 eV Å⁻¹. Its energy above the lowest of the compared OMol25 structures with the same formula, charge and spin is 223.43 kcal/mol. As for the charge: +3. For the HOMO-LUMO gap (spin up / spin down), the calculation gives 4.241 / 3.887 eV. The calculation puts the calculated total energy at -5464.23827 hartree. The HOMO energy (spin up / spin down) comes out at -0.4482 / -0.5970 Ha.

=====

[5]
Molecular formula: C35H52BiOP4S
Method: DFT, ωB97M-V with the def2-TZVPD basis set

Geometry as XYZ:
```
94
C35H52BiOP4S, DFT ωB97M-V with the def2-TZVPD basis set
Bi -1.220 -0.409 -1.034
P -2.191 1.234 1.005
P -0.741 -2.767 0.938
P -3.637 -1.870 -1.087
H -1.328 1.256 -8.436
C -2.394 1.368 -8.185
C -2.918 2.365 -7.446
H -2.354 3.024 -6.792
C -1.282 2.832 1.129
C -2.199 0.657 2.747
C -3.914 1.819 0.763
C -0.116 -4.252 0.051
C 0.587 -2.629 2.252
C -2.028 -3.568 2.021
C -4.811 -1.236 -2.343
C -4.688 -1.814 0.419
C -3.592 -3.667 -1.491
H -3.085 0.622 -8.626
H -3.999 2.564 -7.533
H -1.478 3.434 0.218
H -0.217 2.615 1.289
H -1.649 3.419 1.983
H -1.221 0.221 2.999
H -2.986 -0.096 2.893
H -2.391 1.502 3.427
H -4.001 2.384 -0.175
H -4.183 2.497 1.588
H -4.640 0.996 0.750
H -0.018 -5.128 0.712
H 0.862 -4.029 -0.403
H -0.824 -4.489 -0.752
H 0.467 -3.413 3.041
H 0.555 -1.607 2.678
H 1.565 -2.736 1.744
H -1.520 -4.303 2.682
H -2.795 -4.078 1.415
H -2.507 -2.780 2.628
H -5.674 -1.912 -2.408
H -4.369 -1.187 -3.343
H -5.183 -0.242 -2.063
H -5.619 -2.370 0.242
H -4.982 -0.791 0.665
H -4.190 -2.275 1.280
H -4.550 -3.986 -1.931
H -3.411 -4.303 -0.611
H -2.803 -3.863 -2.234
C -1.754 0.772 -4.210
C -1.985 -0.539 -4.665
C -1.290 -0.990 -5.780
C -0.297 -0.196 -6.339
C -0.078 1.111 -5.904
C -0.821 1.603 -4.860
S -2.433 1.476 -2.799
H -0.576 1.251 -1.804
H -2.713 -1.153 -4.126
H -1.591 -1.946 -6.222
H 0.327 -0.557 -7.159
H 0.560 1.771 -6.489
H -0.698 2.620 -4.479
O 1.361 0.350 1.580
P 2.712 0.767 2.110
C 2.507 1.925 3.472
C 3.616 2.580 4.024
C 3.446 3.510 5.062
C 2.167 3.763 5.576
C 1.058 3.085 5.055
C 1.232 2.175 4.007
C 3.636 -0.625 2.813
C 3.342 -1.044 4.117
C 3.919 -2.199 4.659
C 4.805 -2.963 3.875
C 5.142 -2.531 2.586
C 4.573 -1.360 2.072
C 3.708 1.477 0.785
C 3.918 0.743 -0.391
C 4.685 1.264 -1.430
C 5.181 2.571 -1.339
C 4.857 3.359 -0.223
C 4.101 2.819 0.818
H 4.605 2.376 3.614
H 4.306 4.046 5.477
H 2.040 4.499 6.375
H 0.057 3.251 5.471
H 0.371 1.660 3.581
H 2.692 -0.444 4.747
H 3.704 -2.504 5.688
H 5.258 -3.875 4.284
H 5.868 -3.088 1.980
H 4.890 -0.996 1.106
H 3.528 -0.269 -0.474
H 4.923 0.632 -2.289
H 5.753 2.994 -2.157
H 5.203 4.390 -0.134
H 3.861 3.427 1.678
```

For the largest force on an atom, the calculation gives 2.4 eV Å⁻¹. Its energy above the lowest of the compared OMol25 structures with the same formula, charge and spin is 57.79 kcal/mol. As for the charge: +3. For the HOMO-LUMO gap (spin up / spin down), the calculation gives 3.549 / 3.565 eV. The calculation puts the calculated total energy at -3417.28977 hartree. The HOMO energy (spin up / spin down) comes out at -0.5543 / -0.5543 Ha.